# 1
ORCA calculation (ωB97M-V with the def2-TZVPD basis set) on a 2-piece molecular cluster, C4H12S overall in a non-equilibrium geometry.

Results
Spin multiplicity: 1
Energy relative to the best compared isomer or geometry (same formula, charge and spin) (kJ/mol): 30.1
E_HOMO (eV): -8.99
Frontier orbital gap (eV): 9.87
SMILES: CCS.CC

The geometry in XYZ format:
```
17
Properties=species:S:1:pos:R:3:forces:R:3:mulliken_charge:R:1
C -0.61041 -1.04065 1.02751 -0.108 -0.003 0.048 -1.029
C -1.15179 -2.00020 0.00467 -0.429 -0.197 -1.426 -0.413
S -0.61892 -3.74308 0.03674 0.062 0.234 0.473 -0.227
H -0.98604 -1.27363 2.01788 0.104 -0.147 0.260 0.325
H 0.47973 -1.02272 1.03234 -0.061 -0.029 0.059 0.311
H -0.98510 -0.04545 0.79326 0.110 0.141 -0.046 0.311
H -0.84528 -1.71354 -0.99664 0.496 0.294 -0.144 0.274
H -2.23350 -1.93407 -0.13890 -0.088 -0.196 0.777 0.349
H -0.44034 -3.82631 1.36274 -0.084 -0.095 -0.002 0.098
C 1.23405 4.35937 -0.97506 0.813 -0.862 -0.202 -0.786
C 1.62125 5.52951 -0.06949 -0.107 -0.359 0.362 -0.758
H 1.74421 4.45461 -1.93822 -0.431 0.068 -0.097 0.252
H 1.59671 3.39062 -0.61614 0.105 0.159 0.334 0.252
H 0.17166 4.17133 -1.11022 -0.114 0.557 -0.174 0.274
H 2.04431 6.33957 -0.65400 -0.312 0.317 -0.012 0.254
H 2.40224 5.27013 0.65149 -0.106 -0.182 -0.099 0.260
H 0.75886 5.85287 0.51641 0.151 0.299 -0.111 0.253
```
Forces are in eV/Å.


# 2
ORCA calculation (ωB97M-V with the def2-TZVPD basis set) on a 2-piece molecular cluster, C4H12S overall in a non-equilibrium geometry.

Results
Spin multiplicity: 1
Energy relative to the best compared isomer or geometry (same formula, charge and spin) (kJ/mol): 45.7
E_HOMO (eV): -8.46
Frontier orbital gap (eV): 9.44
SMILES: CSC.CC

The geometry in XYZ format:
```
17
Properties=species:S:1:pos:R:3:forces:R:3:mulliken_charge:R:1
C -1.56185 -0.80392 0.26114 -0.416 -0.543 -1.425 -0.772
S -1.34642 -1.29753 -1.51788 0.601 0.693 0.660 -0.075
C -1.43908 0.28627 -2.40465 -0.937 -0.135 0.424 -0.804
H -2.63259 -0.90271 0.41199 0.029 0.239 0.537 0.292
H -1.01895 -1.54910 0.82767 0.057 0.072 0.276 0.280
H -1.20779 0.20361 0.44521 0.106 0.004 0.036 0.237
H -0.70811 1.07142 -2.21141 0.564 -0.581 -0.004 0.284
H -2.39473 0.77455 -2.19743 -0.150 -0.240 -0.168 0.292
H -1.44509 -0.07829 -3.42555 0.161 0.497 -0.327 0.266
C 2.06231 1.08151 2.15317 1.040 -0.472 -0.140 -0.763
C 3.41717 1.64622 2.68591 -1.127 0.364 -1.186 -0.815
H 1.28582 1.21814 2.89624 -0.280 -0.079 -0.112 0.283
H 1.79950 1.53389 1.19812 -0.243 0.342 0.205 0.241
H 2.15794 0.02213 1.90563 -0.119 -0.063 0.262 0.281
H 4.11366 0.88464 3.01123 -0.069 -0.032 0.440 0.265
H 3.15413 2.39085 3.43123 0.555 -0.080 0.363 0.254
H 3.88646 2.17954 1.85691 0.227 0.013 0.158 0.255
```
Forces are in eV/Å.


# 3
ORCA calculation (ωB97M-V with the def2-TZVPD basis set) on a 2-piece molecular cluster, C4H12S overall in a non-equilibrium geometry.

Results
Spin multiplicity: 2
Energy relative to the best compared isomer or geometry (same formula, charge and spin) (kJ/mol): 62.4
Charge: +1
E_HOMO (spin up / spin down) (eV): -14.70 / -14.70
Frontier orbital gap (spin up / spin down) (eV): 10.54 / 5.45
<S²>: 0.75

The geometry in XYZ format:
```
17
Properties=species:S:1:pos:R:3:forces:R:3:lowdin_spin:R:1
C 1.53239 1.53781 -0.30422 -0.242 -0.191 -0.128 0.000
C 2.57008 1.80794 0.76333 -0.173 0.444 0.967 0.000
H 1.77141 0.71977 -0.99347 0.170 0.126 0.130 0.000
H 0.60038 1.28050 0.19963 -0.199 -0.057 0.059 0.000
H 1.29085 2.41732 -0.89647 0.205 0.071 -0.109 0.000
H 2.26204 2.66011 1.37335 -0.043 0.262 -0.264 0.000
H 3.57766 2.02881 0.43663 0.102 -0.141 -0.373 0.000
H 2.61087 1.03398 1.52684 0.189 -0.498 -0.255 0.000
C -1.48495 -0.96479 0.12877 -0.141 0.334 -0.332 0.101
C -2.25345 -1.56817 -1.05371 -0.411 0.094 0.518 0.035
S -0.56119 -2.17382 1.02810 -0.082 0.032 0.032 0.795
H -0.79613 -0.19261 -0.19470 0.411 -0.022 -0.008 0.002
H -2.13836 -0.45622 0.85117 -0.181 -0.244 0.112 0.037
H -3.04197 -2.24044 -0.72375 0.077 -0.249 0.100 0.001
H -1.57771 -3.06191 1.12536 0.091 -0.083 0.080 0.025
H -1.58056 -2.07886 -1.73012 -0.012 0.041 -0.259 0.001
H -2.78136 -0.74941 -1.53673 0.238 0.084 -0.270 0.004
```
Forces are in eV/Å.


# 4
ORCA calculation (ωB97M-V with the def2-TZVPD basis set) on a 2-piece molecular cluster, C4H12S2 overall in a non-equilibrium geometry.

Results
Spin multiplicity: 2
Energy relative to the best compared isomer or geometry (same formula, charge and spin) (kJ/mol): 144.4
Charge: +1
E_HOMO (spin up / spin down) (eV): -14.54 / -12.39
Frontier orbital gap (spin up / spin down) (eV): 11.70 / 3.62
<S²>: 0.76

The geometry in XYZ format:
```
18
Properties=species:S:1:pos:R:3:forces:R:3:lowdin_spin:R:1
C 1.95174 -1.13914 0.51646 -0.201 -0.245 -1.100 0.014
C 3.26729 -0.91643 -0.33913 -1.820 -1.308 -2.909 0.033
S 2.89839 0.49700 -1.56050 -0.091 -0.376 1.873 0.406
H 2.10571 -1.85273 1.33341 0.252 0.547 0.072 0.000
H 1.01437 -1.52976 -0.01786 1.780 0.515 0.086 0.000
H 1.69109 -0.12409 0.81202 -0.183 -0.267 0.863 -0.002
H 4.16960 -0.69287 0.21736 -0.060 0.122 0.174 0.010
H 3.46488 -1.74903 -1.13207 -0.164 1.181 1.813 0.000
H 2.51590 1.35179 -0.55225 0.274 -0.221 -0.726 0.008
C -2.77245 0.99767 0.92787 -0.242 1.162 1.076 0.013
C -2.94670 0.06396 -0.23969 -0.474 1.611 -2.110 0.043
S -1.29288 0.09324 -1.14940 -0.454 -2.680 -0.103 0.437
H -2.05680 1.78172 0.65950 -0.096 -0.026 -0.106 0.002
H -2.25533 0.49341 1.77042 -0.996 0.339 -0.083 0.001
H -3.70722 1.62775 1.13913 1.109 -1.544 0.278 0.000
H -3.47318 -0.93527 -0.11419 1.394 1.082 -0.155 -0.001
H -3.52809 0.66022 -1.02537 0.338 -1.034 0.884 0.021
H -1.04634 1.37254 -1.24571 -0.366 1.144 0.175 0.014
```
Forces are in eV/Å.


# 5
ORCA calculation (ωB97M-V with the def2-TZVPD basis set) on one molecule with the formula C4H12S4Si in a non-equilibrium geometry.

Results
Spin multiplicity: 1
Energy relative to the best compared isomer or geometry (same formula, charge and spin) (kJ/mol): 0.0
E_HOMO (eV): -8.89
Frontier orbital gap (eV): 9.36
SMILES: CS[Si](SC)(SC)SC

The geometry in XYZ format:
```
21
Properties=species:S:1:pos:R:3:forces:R:3:mulliken_charge:R:1
C 2.79115 -0.50333 0.22664 -0.362 -2.452 0.813 -0.551
S 1.75351 0.93303 0.64561 -0.666 -0.617 -0.429 -0.240
Si -0.11754 -0.05311 0.08126 0.240 0.474 0.131 0.532
S 0.00605 -0.83180 -1.88548 -0.268 -1.058 0.081 -0.152
C 1.50034 -0.05229 -2.63071 -0.329 -1.645 1.309 -0.645
S -0.56744 -1.70505 1.36353 -0.250 0.592 0.152 -0.195
C -0.84020 -0.65904 2.84304 -2.794 -3.126 2.279 -0.914
S -1.67023 1.42140 0.26951 0.597 0.329 0.880 -0.187
C -2.24725 1.71562 -1.40843 1.148 1.003 -0.762 -0.741
H 2.32680 -1.49383 0.71809 1.171 2.217 -0.962 0.197
H 3.80217 -0.32882 0.62442 -0.438 -0.133 -0.046 0.359
H 2.87252 -0.70365 -0.86256 0.000 0.262 0.963 0.094
H 0.98154 0.42670 -3.43811 1.097 0.614 -0.671 0.334
H 2.30983 -0.82062 -2.78605 -1.178 0.795 -0.626 0.271
H 1.80217 0.50492 -1.76177 0.416 1.361 -0.696 0.101
H -1.01167 -1.35559 3.82726 0.225 1.469 -2.619 0.267
H -1.62451 0.09824 2.84035 -0.350 -0.446 -0.527 0.322
H 0.01077 -0.16880 3.04448 3.294 1.738 0.679 0.365
H -2.72913 2.71800 -1.44317 -0.254 -1.031 0.272 0.315
H -2.84260 0.83979 -1.56873 -0.720 0.160 -0.947 0.274
H -1.42365 1.82234 -2.15918 -0.580 -0.505 0.728 0.194
```
Forces are in eV/Å.


# 6
ORCA calculation (ωB97M-V with the def2-TZVPD basis set) on C4H13AlCdP as an isolated structure in a non-equilibrium geometry.

Results
Spin multiplicity: 1
Charge: +1
E_HOMO (eV): -11.82
Frontier orbital gap (eV): 4.24

The geometry in XYZ format:
```
20
Properties=species:S:1:pos:R:3:forces:R:3:mulliken_charge:R:1
C -2.39831 -0.95528 0.48958 0.693 1.000 -0.325 -1.061
C -1.46074 -0.16551 -0.48902 0.197 -0.139 0.633 -0.522
P -0.17903 0.71526 0.59587 -0.007 0.021 0.171 0.106
C -0.24168 2.57027 0.24162 -0.536 -0.761 -0.876 -1.198
Al 1.86613 -0.21048 -0.11487 -0.322 -1.911 1.483 0.461
C 1.77265 -2.23353 0.22619 -0.202 0.691 -0.359 -0.991
H -2.44498 -0.37583 1.41591 -0.471 -0.187 -0.064 0.345
H -3.38183 -1.05765 0.03518 0.005 -0.277 0.201 0.344
H -1.94691 -1.91215 0.75158 -0.213 -0.055 -0.165 0.284
H -2.00423 0.55837 -1.10285 0.000 -0.101 0.090 0.413
H -0.96649 -0.88890 -1.14664 -0.009 0.326 -0.097 0.321
H -0.84830 2.72487 -0.66994 0.319 0.178 0.121 0.531
H -0.74166 3.15353 1.02195 0.501 0.105 0.024 0.330
H 0.79483 3.07885 0.14744 -0.668 0.345 0.552 0.315
H 1.96520 -0.02534 -1.75173 -0.072 1.477 -0.778 -0.148
H 3.11661 0.44980 0.62808 0.064 0.943 -0.218 -0.163
H 0.97358 -2.63527 -0.40215 0.228 -0.064 -0.014 0.264
H 2.72991 -2.71025 0.02488 -0.119 -0.015 -0.013 0.332
H 1.48124 -2.35005 1.27396 0.176 0.141 -0.077 0.287
Cd 1.91401 2.26927 -1.17502 0.434 -1.717 -0.290 0.753
```
Forces are in eV/Å.


Ordered molar mass results: 92.21; 92.21; 92.21; 124.27; 216.49; 231.52; unit g mol⁻¹.